{"formula": "C23H42IrN3OP2", "method": "ωB97M-V/def2-TZVPD", "fmax_ev_per_a": 6.3, "total_charge": 2, "orbital_gap_ev": [6.66, 5.35], "e_lumo_ha": [-0.2033, -0.3756], "multiplicity": 5, "e_tot_ev": -52445.3051, "species": ["Ir", "P", "P", "N", "C", "H", "H", "C", "H", "H", "C", "H", "H", "C", "H", "H", "C", "C", "H", "H", "H", "C", "C", "H", "H", "H", "C", "C", "H", "H", "H", "C", "C", "H", "H", "H", "C", "C", "H", "H", "H", "C", "H", "H", "H", "C", "H", "H", "H", "C", "H", "H", "H", "H", "H", "H", "H", "O", "H", "H", "N", "C", "C", "C", "C", "N", "C", "C", "H", "H", "H", "H"], "xyz": [[-0.13495, 0.21896, -0.56765], [0.11333, 2.48517, -0.14221], [-1.05197, -1.87743, -1.01430], [-2.04644, 0.93685, -1.38802], [-1.61294, 3.09160, -0.30125], [-1.87462, 3.67322, 0.58197], [-1.66654, 3.76911, -1.15571], [-2.62641, 1.97182, -0.48821], [-2.87792, 1.47798, 0.46138], [-3.56505, 2.34315, -0.93678], [-2.98557, -0.13818, -1.87391], [-2.75569, -0.30229, -2.94241], [-4.01352, 0.25351, -1.81116], [-2.81084, -1.41172, -1.06203], [-3.39917, -2.22145, -1.49686], [-3.14526, -1.25856, -0.02906], [-0.86041, -3.34363, 0.04343], [-0.46437, -3.04661, 1.45816], [-1.25186, -2.58794, 2.05302], [0.33374, -2.36106, 1.27546], [-0.07306, -3.91306, 1.98996], [-0.60172, -2.47451, -2.71590], [0.90076, -2.76940, -2.82428], [1.28978, -2.36401, -3.76918], [1.10285, -3.84929, -2.83913], [1.49158, -2.31243, -2.01771], [1.09891, 3.44588, -1.38136], [2.58106, 3.42350, -1.01953], [3.19019, 3.67309, -1.89791], [2.92200, 2.44210, -0.65706], [2.80400, 4.18230, -0.25796], [0.62662, 3.02245, 1.54933], [1.96463, 2.47415, 2.00753], [2.03800, 2.53252, 3.10020], [2.83739, 2.96654, 1.56478], [2.03611, 1.42035, 1.76291], [1.57932, -0.29619, -0.29497], [-1.47049, -3.66247, -3.13720], [-2.07369, -4.09969, -2.32258], [-2.17484, -3.37861, -3.93133], [-0.84968, -4.46729, -3.55611], [0.53278, 4.86117, -1.44923], [1.34403, 5.59794, -1.45106], [-0.08126, 5.00840, -2.34703], [-0.10411, 5.11740, -0.59388], [0.58677, 4.53270, 1.68217], [0.82417, 4.81618, 2.71369], [1.32543, 5.03252, 1.04156], [-0.40199, 4.95073, 1.46594], [0.11543, -4.35457, -0.49262], [1.10439, -3.92547, -0.68615], [0.24845, -5.19193, 0.19893], [-0.28668, -4.75065, -1.41693], [-1.86265, -3.73070, 0.17903], [-0.16038, 2.56864, 2.17735], [-0.83094, -1.60579, -3.36027], [0.95619, 2.94394, -2.35129], [2.71421, -0.62452, -0.19226], [-1.66686, 1.39333, -2.22415], [0.38002, 0.31323, -2.04433], [1.77579, -4.51039, 5.04357], [1.42443, -3.73673, 4.20797], [1.14946, -2.48692, 3.52858], [-0.02712, -1.75599, 3.74501], [-0.29828, -0.64912, 2.96406], [0.63350, -0.19614, 2.17968], [1.91589, -0.71466, 2.26448], [2.16686, -1.93233, 2.81166], [-0.67433, -2.10067, 4.56250], [-1.30174, -0.18154, 3.00459], [2.78476, -0.11772, 1.95862], [3.19054, -2.23880, 2.86340]], "atomic_forces_ev_per_a": [[-3.01, 0.60, 1.17], [0.36, 0.62, 0.31], [0.52, -0.44, -0.92], [0.89, -0.38, -0.42], [-0.45, 0.02, -0.19], [-0.01, 0.05, -0.02], [-0.01, -0.03, 0.06], [-0.36, -0.22, 0.05], [0.10, 0.13, -0.24], [0.35, -0.05, 0.20], [-0.03, 0.36, -0.14], [-0.13, -0.02, 0.51], [0.33, -0.22, -0.02], [-0.29, -0.08, -0.01], [-0.10, 0.00, 0.04], [-0.03, -0.07, -0.11], [-1.06, -0.69, 0.99], [0.18, 0.37, -0.38], [-0.13, -0.03, -0.21], [0.62, 0.38, 0.72], [-0.27, -0.13, -0.32], [-0.34, 0.39, 0.30], [0.62, 0.23, -0.50], [-0.11, -0.09, 0.26], [-0.07, 0.50, 0.06], [-0.08, -0.14, -0.30], [-0.35, -0.36, 0.17], [0.51, -0.05, -0.05], [-0.21, -0.05, 0.17], [-0.05, 0.25, -0.15], [-0.03, -0.31, -0.16], [-0.17, 0.06, -0.17], [0.41, -0.39, 0.11], [0.02, 0.17, -0.19], [-0.36, 0.09, 0.21], [0.09, 0.51, -0.11], [5.98, -2.01, -0.07], [-0.68, -0.39, -0.53], [0.24, 0.16, -0.31], [0.14, -0.06, 0.24], [-0.22, 0.23, 0.16], [-0.29, 0.80, -0.26], [-0.17, -0.11, -0.18], [0.26, 0.05, 0.16], [0.26, 0.01, -0.37], [-0.05, 0.67, 0.39], [-0.03, -0.10, -0.11], [-0.23, -0.21, 0.25], [0.19, 0.02, 0.05], [0.15, -0.66, -0.55], [-0.26, -0.13, 0.23], [-0.17, 0.20, -0.01], [0.40, -0.31, -0.07], [-0.44, -0.63, -0.81], [0.14, 0.14, -0.13], [0.11, -0.32, 0.24], [0.02, 0.00, 0.33], [-4.00, 1.29, -0.94], [-0.47, 0.13, 0.25], [0.89, 0.13, -1.28], [-1.19, 1.83, -2.81], [0.62, -0.34, 2.65], [2.91, -4.50, 1.18], [-2.62, 0.58, 2.13], [-0.82, 1.51, 0.32], [-1.12, 0.35, -0.48], [2.29, -0.11, 0.35], [0.62, 1.42, -0.14], [-0.03, 0.41, -0.53], [0.71, -0.20, -0.22], [-0.78, -0.25, 0.26], [0.30, -0.54, -0.06]]}